1.
Here is a cluster of 2 separate species, C5H4ClNS in total from the Open Molecules 2025 dataset. Energies are from ωB97M-V/def2-TZVPD.

Last column: natural (NBO) charge in e.
CARTESIAN COORDINATES (ANGSTROEM)
C1 -1.707 0.117 -1.113  0.2854
C2 0.298 0.020 2.882  -0.3017
C3 0.766 0.673 -0.300  -0.4358
C4 -0.615 -0.061 -0.137  -0.4050
C5 -0.273 1.073 0.695  -0.0896
N1 -2.643 0.272 -1.801  -0.3206
S1 -0.248 -1.467 2.791  0.1434
Cl1 1.007 0.885 4.106  0.1354
H1 1.666 0.205 -0.012  0.2324
H2 1.030 1.203 -1.338  0.2366
H3 -0.690 -1.030 0.265  0.2731
H4 -0.694 2.119 0.871  0.2465

Atomic forces in eV per Å
-1.5 0.5 -1.0
-1.4 -0.3 -2.7
-1.1 1.1 -2.4
-0.4 1.3 -1.6
1.5 1.7 2.0
2.2 -0.4 1.5
0.4 0.5 0.4
0.2 0.4 0.2
0.5 -1.0 0.7
-1.3 -0.7 2.5
0.4 -1.2 0.9
0.3 -1.9 -0.4

The calculation puts the HOMO energy (spin up / spin down) at -8.7 / -8.8 eV. For the gap between HOMO and LUMO (spin up / spin down), the calculation gives 0.2873 / 0.2862 Eh.

2.
Here is a structure of composition C5H4EuO4 from the Open Molecules 2025 dataset. Energies are from ωB97M-V/def2-TZVPD.

Last column: Mulliken spin population.
CARTESIAN COORDINATES (ANGSTROEM)
C1 1.157 -0.123 -1.535  1.0875
C2 1.169 -1.331 -1.418  -0.1058
H1 1.116 -2.403 -1.305  0.0163
H2 1.015 -0.486 1.113  -0.0060
O1 2.680 -1.517 2.233  0.0032
C3 1.751 -0.788 2.848  -0.0023
O2 1.763 -0.629 4.062  0.0000
O3 0.890 -0.263 2.065  0.0043
Eu1 0.470 0.497 5.929  7.0034
C4 4.357 -3.034 2.484  -0.0008
C5 3.745 -1.985 2.946  0.0002
O4 4.872 -4.104 2.244  0.0000
H3 3.880 -1.750 4.010  0.0001
H4 5.661 -4.095 1.648  0.0000

Atomic forces in eV per Å
0.1 -0.9 0.4
-0.1 0.5 0.1
0.0 0.4 -0.2
-0.1 0.1 -0.5
0.3 0.2 -0.6
0.3 0.2 -0.3
-0.5 0.5 1.2
-0.2 -0.1 0.1
0.1 -0.1 -0.3
0.3 0.0 0.5
-0.8 -1.1 0.5
-0.2 0.3 -0.3
0.4 0.4 -0.5
0.5 -0.2 -0.1

The calculation puts the HOMO energy (spin up / spin down) at -19.0 / -18.5 eV. For the gap between HOMO and LUMO (spin up / spin down), the calculation gives 0.2409 / 0.2249 Eh. The multiplicity is 9. As for the net charge: +3.

3.
Here is a cluster of 2 separate species, C5H4F2 in total from the Open Molecules 2025 dataset. Energies are from ωB97M-V/def2-TZVPD.

Last column: natural (NBO) charge in e.
CARTESIAN COORDINATES (ANGSTROEM)
C1 1.251 2.876 0.383  -0.4882
C2 0.522 1.994 -0.014  -0.1761
C3 0.491 -1.920 0.187  -0.2160
C4 -0.267 -1.129 -0.576  -0.3768
C5 -1.233 -0.223 -0.139  0.9311
F1 -1.596 -0.176 1.113  -0.2703
F2 -2.151 0.316 -0.966  -0.2785
H1 1.689 3.801 0.675  0.2242
H2 1.125 -2.552 -0.237  0.2028
H3 0.341 -1.811 1.212  0.2037
H4 -0.173 -1.177 -1.638  0.2440

Atomic forces in eV per Å
-0.4 0.2 -0.1
-0.8 -1.2 0.0
-3.0 2.9 0.8
0.2 -0.4 -1.3
-0.8 2.5 0.2
-0.1 0.0 -0.7
1.6 -1.1 1.5
0.3 -0.1 0.0
2.7 -2.6 -1.4
0.3 -0.3 1.7
0.0 0.1 -0.6

The calculation puts the HOMO energy (spin up / spin down) at -9.4 / -8.7 eV. For the gap between HOMO and LUMO (spin up / spin down), the calculation gives 0.2874 / 0.2324 Eh.

4.
Here is the molecule C5H4F2O from the Open Molecules 2025 dataset. Energies are from ωB97M-V/def2-TZVPD.

Last column: natural (NBO) charge in e.
CARTESIAN COORDINATES (ANGSTROEM)
F1 -1.025 -1.587 -2.183  -0.3338
C1 0.146 -1.191 -1.668  0.1553
C2 0.150 -0.453 -0.568  0.2175
C3 -0.926 0.160 0.274  -0.5267
C4 -0.124 0.947 1.252  0.3388
F2 -0.743 1.694 2.192  -0.3069
C5 1.177 0.793 1.014  0.0254
O1 1.374 -0.126 -0.046  -0.4625
H1 1.022 -1.525 -2.252  0.1851
H2 -1.497 -0.594 0.848  0.2434
H3 -1.587 0.757 -0.402  0.2483
H4 2.033 1.124 1.538  0.2160

Atomic forces in eV per Å
-0.6 -0.2 -0.3
0.4 0.0 -0.1
0.6 -0.2 0.0
-1.2 -0.3 -0.4
0.4 0.5 -0.4
0.6 -0.4 -0.5
-1.4 -1.0 -0.5
1.0 1.1 1.0
-0.6 0.3 0.7
-0.1 0.3 -0.6
0.2 -0.4 0.9
0.6 0.2 0.2

The calculation puts the HOMO energy at -8.4 eV. For the gap between HOMO and LUMO, the calculation gives 0.3387 Eh. The structure (SMILES) is F/C=C1\CC(F)=CO1.

5.
Here is the molecule C5H4F3NO from the Open Molecules 2025 dataset. Energies are from ωB97M-V/def2-TZVPD.

Last column: natural (NBO) charge in e.
CARTESIAN COORDINATES (ANGSTROEM)
C1 -1.017 1.228 1.893  -0.6455
C2 -0.202 0.443 0.939  0.2844
C3 0.756 -0.436 1.266  -0.1484
N1 1.184 -1.099 0.082  -0.3993
C4 0.519 -0.555 -0.897  0.3486
C5 0.375 -0.765 -2.440  0.9536
F1 1.125 -0.007 -3.188  -0.2997
F2 -0.854 -0.510 -2.920  -0.3151
F3 0.631 -2.028 -2.798  -0.3099
O1 -0.357 0.425 -0.432  -0.4081
H1 -1.813 0.435 2.371  0.2403
H2 -1.344 2.055 1.401  0.2308
H3 -0.307 1.593 2.615  0.2372
H4 1.304 -0.777 2.109  0.2310

Atomic forces in eV per Å
-0.3 -3.9 1.1
0.7 -0.6 -0.2
1.0 -1.5 -2.7
-0.5 0.6 -1.5
-1.0 0.8 1.4
-0.7 -1.1 0.1
1.8 1.2 -0.1
-0.7 0.0 1.2
0.3 -0.3 0.7
0.0 -0.4 0.5
1.6 2.6 -1.1
-2.0 2.3 -1.1
0.0 -0.1 0.8
-0.3 0.3 1.0

The calculation puts the HOMO energy at -9.8 eV. For the gap between HOMO and LUMO, the calculation gives 0.3845 Eh. The structure (SMILES) is Cc1cnc(C(F)(F)F)o1.

6.
Here is the molecule C5H4FNO from the Open Molecules 2025 dataset. Energies are from ωB97M-V/def2-TZVPD.

Last column: natural (NBO) charge in e.
CARTESIAN COORDINATES (ANGSTROEM)
O1 1.501 1.484 0.825  -0.4601
C1 0.753 0.926 0.016  0.5844
N1 0.870 1.206 -1.390  -0.4434
C2 0.297 0.078 -1.858  0.1015
C3 -0.168 -0.923 -0.834  -0.1966
C4 -0.214 -0.035 0.324  -0.1174
C5 -0.750 -0.645 1.471  0.0081
F1 -1.767 -1.510 0.928  -0.3665
H1 0.277 -0.262 -3.008  0.2071
H2 -0.854 -1.779 -1.255  0.2614
H3 -1.111 0.220 2.206  0.2021
H4 -0.015 -1.306 2.113  0.2195

Atomic forces in eV per Å
-1.6 -1.2 -1.1
3.6 5.0 1.2
-1.9 -4.0 -1.3
2.4 0.9 -2.0
-2.5 3.7 0.1
0.2 -7.0 -4.7
-1.0 -0.2 4.4
0.5 0.9 1.9
0.0 1.4 2.6
1.8 1.5 1.7
-0.1 -2.2 -1.3
-1.4 1.2 -1.4

The calculation puts the HOMO energy at -9.9 eV. For the gap between HOMO and LUMO, the calculation gives 0.2939 Eh. The structure (SMILES) is O=C1N=CC=C1CF.

7.
Here is a structure of composition C5H4GaNO5 from the Open Molecules 2025 dataset. Energies are from ωB97M-V/def2-TZVPD.

Last column: natural (NBO) charge in e.
CARTESIAN COORDINATES (ANGSTROEM)
O1 -1.794 2.563 -1.845  -0.2839
C1 -1.175 1.768 -1.236  0.4231
Ga1 0.090 0.242 -0.114  0.7102
O2 1.468 2.348 -1.886  -0.2482
C2 0.846 1.474 -1.409  0.3072
C3 2.036 -0.467 1.149  0.5163
O3 2.988 -1.008 1.460  -0.3138
C4 -1.507 -0.947 1.582  0.4548
O4 -1.287 -1.597 2.528  -0.2510
C5 0.310 1.439 1.817  0.4782
O5 0.289 2.239 2.640  -0.3059
H1 -1.911 -0.174 0.851  0.3048
N1 -0.062 -1.756 -1.220  -1.0882
H2 0.667 -1.757 -1.961  0.4353
H3 -0.983 -1.731 -1.666  0.4221
H4 0.023 -2.635 -0.693  0.4389

Atomic forces in eV per Å
2.7 -3.9 3.2
-4.2 4.3 -3.5
-0.2 -2.8 1.1
-2.4 -3.8 2.1
4.5 5.0 -3.5
3.0 -1.8 0.6
-2.4 1.4 -0.7
-0.1 0.2 1.6
-0.4 1.7 -3.1
0.3 4.0 3.7
-0.1 -2.7 -2.7
-0.8 -1.9 1.8
0.6 0.6 -0.6
-0.7 -0.3 0.4
0.3 -0.4 -0.2
0.0 0.4 -0.2

The calculation puts the HOMO energy (spin up / spin down) at -16.6 / -16.3 eV. For the gap between HOMO and LUMO (spin up / spin down), the calculation gives 0.2248 / 0.2210 Eh. As for the net charge: +2.

8.
Here is a structure of composition C5H4LiO6Tl from the Open Molecules 2025 dataset. Energies are from ωB97M-V/def2-TZVPD.

Last column: Mulliken spin population.
CARTESIAN COORDINATES (ANGSTROEM)
O1 1.064 -6.914 1.227  0.0013
C1 0.913 -5.791 1.085  -0.0016
O2 0.754 -4.642 0.937  0.0033
O3 -0.289 -1.060 0.898  0.0984
Tl1 0.557 -2.698 0.822  -0.0106
O4 0.005 4.026 -1.642  0.0529
C2 0.182 2.903 -1.127  -0.0103
O5 1.125 2.616 -0.352  0.0571
O6 -0.718 1.941 -1.454  0.0157
C3 -0.402 0.636 -1.036  -0.0044
C4 -1.072 1.146 1.058  0.3055
C5 -0.851 -0.087 0.380  0.4037
Li1 1.584 4.545 -0.574  -0.0003
H1 0.638 0.368 -1.269  0.0016
H2 -0.897 -0.010 -1.778  0.0635
H3 -1.847 1.841 0.725  0.0032
H4 -0.746 1.178 2.100  0.0209

Atomic forces in eV per Å
-0.3 2.3 -0.3
0.9 -6.1 0.9
-0.3 1.3 -0.3
-1.9 0.5 3.0
2.2 -1.8 -1.1
0.1 -1.4 0.6
0.4 2.6 -0.7
-0.1 -0.8 0.9
-0.8 -2.3 0.9
-0.4 -1.8 -2.6
-1.2 -1.7 2.0
0.9 7.7 -3.6
0.1 0.4 -0.1
0.3 0.3 0.9
-0.6 0.1 -0.1
0.4 0.0 -0.4
0.4 0.6 -0.1

The calculation puts the HOMO energy (spin up / spin down) at -20.1 / -19.7 eV. For the gap between HOMO and LUMO (spin up / spin down), the calculation gives 0.1197 / 0.1054 Eh. The multiplicity is 2. As for the net charge: +3.

9.
Here is a structure of composition C5H4N from the Open Molecules 2025 dataset. Energies are from ωB97M-V/def2-TZVPD.

Last column: natural (NBO) charge in e.
CARTESIAN COORDINATES (ANGSTROEM)
C1 1.774 0.386 0.000  0.0357
C2 1.996 -0.842 -0.372  0.1293
C3 -0.666 1.115 -0.197  -0.0995
C4 0.570 0.975 0.292  0.1694
C5 -0.864 -0.374 -0.198  -0.2214
N1 0.504 -0.616 0.400  -0.3180
H1 -1.264 1.955 -0.486  0.2905
H2 -1.641 -0.795 0.441  0.2762
H3 -0.943 -0.775 -1.215  0.2771
H4 0.534 -1.027 1.334  0.4608

Atomic forces in eV per Å
-0.7 0.4 0.6
0.7 -1.5 -0.8
0.2 0.0 0.7
-0.9 0.8 0.1
-0.7 0.2 -0.8
0.8 -0.2 0.2
0.0 0.2 -0.4
0.3 -0.1 0.1
0.1 0.0 0.1
0.1 0.3 0.1

The calculation puts the HOMO energy at -15.3 eV. For the gap between HOMO and LUMO, the calculation gives 0.3425 Eh. As for the net charge: +1.

10.
Here is the ion C5H4N with charge +1 from the Open Molecules 2025 dataset. Energies are from ωB97M-V/def2-TZVPD.

Last column: natural (NBO) charge in e.
CARTESIAN COORDINATES (ANGSTROEM)
C1 0.540 -0.019 -0.957  -0.1083
C2 -1.088 -1.218 2.662  0.4147
C3 1.629 -0.525 -2.075  0.1741
C4 -1.069 0.708 1.016  -0.3452
C5 -0.275 0.371 -0.152  0.2878
N1 -1.002 -0.408 1.848  -0.5798
H1 2.114 0.128 -2.799  0.2666
H2 1.766 -1.604 -1.843  0.2635
H3 -0.509 1.647 1.570  0.3194
H4 -2.105 0.920 0.732  0.3073

Atomic forces in eV per Å
5.2 -1.7 -6.1
-0.1 -1.7 1.5
-5.1 0.9 6.1
1.6 1.6 0.7
0.0 0.6 0.4
-0.4 1.1 -0.4
-0.2 -0.1 0.1
0.5 0.8 -0.9
-1.6 -2.0 -1.5
0.1 0.4 0.1

The calculation puts the HOMO energy (spin up / spin down) at -15.0 / -15.0 eV. For the gap between HOMO and LUMO (spin up / spin down), the calculation gives 0.2240 / 0.2242 Eh. As for the net charge: +1.

M list, top to bottom, in u: 145.61 280.05 102.08 118.08 151.09 113.09 227.81 371.41 78.09 78.09
DFT total energy list, top to bottom, in Eh: -1105.85991 -1202.80682 -392.38836 -467.82241 -622.48910 -422.64792 -2547.79064 -822.92293 -247.06302 -247.13641
Energy above the lowest of the compared OMol25 structures with the same formula, charge and spin list, top to bottom, in eV: 4.996 0.000 6.156 1.063 0.348 3.737 3.920 2.692 5.413 3.416